{
  "formula": "C4H7NS",
  "method": "ωB97M-V/def2-TZVPD",
  "elements": ["C", "C", "N", "C", "C", "S", "H", "H", "H", "H", "H", "H", "H"],
  "xyz": [[-1.88, 1.30, 0.03], [-1.42, -0.11, -0.09], [-2.41, -1.01, 0.02], [-0.06, -0.51, -0.13], [1.01, 0.36, -0.01], [2.60, -0.08, 0.04], [-2.68, 1.54, -0.76], [-1.06, 2.01, -0.17], [-2.39, 1.47, 0.93], [-3.26, -0.78, 0.49], [-2.09, -1.97, 0.12], [0.13, -1.60, -0.15], [0.68, 1.39, 0.01]],
  "charge": 0,
  "smiles": "C/C(N)=C\\C=S",
  "de_lowest_ev": 1.024,
  "total_energy_ha": -609.52084,
  "homo_energy_ev": -7.9
}

=====

{
  "formula": "C21H25N2S",
  "method": "ωB97M-V/def2-TZVPD",
  "elements": ["C", "C", "C", "C", "C", "C", "C", "H", "H", "H", "H", "H", "H", "H", "C", "C", "C", "C", "C", "C", "C", "N", "C", "C", "C", "C", "C", "C", "S", "C", "N", "H", "H", "H", "H", "H", "H", "H", "H", "H", "H", "H", "H", "H", "H", "H", "H", "H", "H"],
  "xyz": [[0.26, -1.54, -1.92], [1.63, -1.46, -1.98], [2.44, -1.50, -3.13], [2.05, -1.52, -4.46], [0.78, -1.77, -4.99], [-0.39, -2.04, -4.29], [-0.63, -1.89, -2.92], [-0.19, -1.40, -0.90], [2.18, -1.38, -1.03], [3.51, -1.46, -2.94], [2.85, -1.37, -5.19], [0.71, -1.78, -6.08], [-1.25, -2.38, -4.88], [-1.66, -2.07, -2.60], [-1.67, -2.52, 3.01], [-0.62, -2.02, 2.01], [0.63, -1.61, 2.79], [-0.27, -3.15, 1.05], [-1.21, -0.82, 1.24], [-1.61, 0.28, 2.20], [-1.71, 1.64, 1.56], [-0.49, 1.88, 0.79], [0.02, 3.16, 0.54], [1.11, 3.12, -0.33], [1.78, 4.30, -0.66], [1.31, 5.50, -0.12], [0.19, 5.53, 0.73], [-0.47, 4.35, 1.07], [1.39, 1.49, -0.90], [0.08, 0.87, 0.08], [-0.31, -0.38, 0.17], [-2.62, -2.75, 2.50], [-1.32, -3.43, 3.51], [-1.87, -1.78, 3.79], [1.36, -1.09, 2.15], [0.39, -0.97, 3.65], [1.12, -2.51, 3.19], [0.49, -2.84, 0.33], [0.13, -4.00, 1.62], [-1.15, -3.50, 0.51], [-2.12, -1.19, 0.74], [-2.57, 0.02, 2.64], [-0.89, 0.34, 3.02], [-2.59, 1.71, 0.91], [-1.77, 2.41, 2.33], [2.64, 4.25, -1.32], [1.82, 6.44, -0.37], [-0.17, 6.48, 1.13], [-1.34, 4.34, 1.73]],
  "charge": 1,
  "de_lowest_ev": 2.433,
  "total_energy_ha": -1322.62660,
  "homo_energy_ev": -10.5
}

=====

{
  "formula": "C17H38B2N4O10",
  "method": "ωB97M-V/def2-TZVPD",
  "elements": ["C", "C", "N", "C", "C", "B", "O", "O", "O", "C", "O", "O", "C", "B", "O", "O", "C", "C", "H", "H", "H", "H", "H", "H", "H", "H", "H", "H", "H", "H", "H", "H", "H", "H", "H", "C", "N", "C", "C", "O", "H", "H", "H", "H", "H", "H", "H", "C", "N", "C", "C", "O", "H", "H", "H", "H", "H", "H", "H", "C", "N", "C", "C", "O", "H", "H", "H", "H", "H", "H", "H"],
  "xyz": [[8.87, -1.46, 0.09], [8.18, -0.27, -0.58], [7.39, -0.79, -1.70], [6.37, 0.09, -2.23], [6.46, 1.59, -1.91], [5.50, 2.03, -0.72], [4.14, 2.01, -0.89], [5.97, 2.47, 0.48], [6.59, 0.06, -3.71], [5.40, 0.08, -4.32], [5.20, -0.01, -5.43], [4.43, 0.21, -3.34], [5.01, -0.57, -2.25], [4.91, -2.08, -2.80], [5.99, -2.83, -3.24], [3.67, -2.66, -2.84], [3.11, -2.81, -1.52], [1.89, -1.89, -1.37], [9.80, -1.18, 0.58], [8.21, -1.98, 0.77], [9.11, -2.18, -0.69], [7.59, 0.27, 0.13], [8.99, 0.33, -0.99], [7.97, -1.17, -2.44], [6.07, 2.10, -2.78], [7.47, 1.94, -1.79], [3.93, 2.24, -1.80], [5.31, 3.10, 0.81], [4.50, -0.50, -1.30], [6.34, -3.27, -2.45], [2.80, -3.85, -1.43], [3.82, -2.56, -0.74], [1.10, -2.37, -0.80], [1.56, -1.66, -2.37], [2.17, -0.97, -0.86], [-3.86, -3.30, -0.46], [-2.52, -3.73, -0.13], [-1.75, -3.34, 0.92], [-2.36, -2.34, 1.88], [-0.62, -3.79, 1.07], [-4.52, -4.17, -0.48], [-3.86, -2.84, -1.46], [-4.24, -2.58, 0.25], [-2.06, -4.39, -0.74], [-1.63, -2.13, 2.66], [-2.60, -1.41, 1.36], [-3.26, -2.75, 2.33], [-8.26, -0.08, -1.17], [-6.92, -0.53, -0.86], [-6.13, -0.17, 0.18], [-6.69, 0.82, 1.16], [-5.01, -0.66, 0.30], [-8.94, -0.93, -1.19], [-8.27, 0.40, -2.15], [-8.61, 0.64, -0.43], [-6.49, -1.20, -1.49], [-5.95, 1.01, 1.93], [-6.91, 1.76, 0.67], [-7.59, 0.43, 1.64], [-5.20, 4.34, 5.20], [-6.04, 3.53, 4.33], [-7.07, 3.93, 3.54], [-7.42, 5.40, 3.54], [-7.68, 3.12, 2.87], [-4.16, 4.25, 4.89], [-5.29, 3.99, 6.23], [-5.49, 5.39, 5.16], [-5.86, 2.54, 4.29], [-8.26, 5.56, 2.87], [-7.71, 5.72, 4.54], [-6.57, 5.99, 3.19]],
  "charge": 0,
  "smiles": "CCN[C@@]1(CB(O)O)OC(=O)O[C@H]1B(O)OCC.CNC(C)=O.CNC(C)=O.CNC(C)=O",
  "de_lowest_ev": 1.264,
  "total_energy_ha": -1691.88389,
  "homo_energy_ev": -9.1
}

=====

{
  "formula": "C32H37N3O7",
  "method": "ωB97M-V/def2-TZVPD",
  "elements": ["C", "O", "C", "O", "C", "C", "C", "C", "C", "C", "O", "C", "C", "C", "C", "C", "C", "C", "C", "O", "N", "C", "C", "N", "C", "C", "O", "C", "O", "C", "C", "C", "C", "N", "C", "O", "C", "C", "C", "C", "C", "C", "H", "H", "H", "H", "H", "H", "H", "H", "H", "H", "H", "H", "H", "H", "H", "H", "H", "H", "H", "H", "H", "H", "H", "H", "H", "H", "H", "H", "H", "H", "H", "H", "H", "H", "H", "H", "H"],
  "xyz": [[-3.36, 1.19, 1.57], [-2.75, 0.72, 0.37], [-1.61, 0.08, 0.48], [-1.04, -0.12, 1.53], [-1.00, -0.29, -0.89], [-2.10, -0.37, -1.96], [-1.59, -0.99, -3.23], [-1.11, -0.23, -4.28], [-0.58, -0.82, -5.42], [-0.53, -2.20, -5.52], [-0.03, -2.89, -6.59], [0.46, -2.16, -7.69], [-1.04, -2.98, -4.48], [-1.56, -2.38, -3.36], [0.12, 0.73, -1.25], [0.23, 1.78, -0.19], [-0.50, 2.84, 0.35], [0.10, 3.15, 1.56], [-0.39, 4.19, 2.47], [-1.58, 4.30, 2.71], [0.53, 5.03, 3.04], [1.81, 5.33, 2.44], [0.07, 6.01, 3.99], [1.16, 2.29, 1.77], [1.92, 2.10, 2.98], [1.44, 0.90, 3.85], [1.35, -0.30, 3.12], [0.15, 1.20, 4.62], [-0.93, 1.57, 3.81], [1.23, 1.47, 0.70], [2.09, 0.33, 0.26], [1.46, -0.05, -1.11], [1.05, -1.52, -1.21], [-0.31, -1.55, -0.72], [-0.94, -2.54, -0.05], [-2.08, -2.39, 0.35], [-0.17, -3.80, 0.17], [0.33, -4.54, -0.89], [1.00, -5.73, -0.64], [1.17, -6.17, 0.66], [0.67, -5.43, 1.72], [-0.01, -4.25, 1.47], [-4.35, 1.52, 1.29], [-2.79, 2.03, 1.99], [-3.42, 0.38, 2.30], [-2.48, 0.64, -2.14], [-2.91, -0.98, -1.56], [-1.16, 0.85, -4.23], [-0.22, -0.18, -6.21], [-0.32, -1.55, -8.14], [0.80, -2.91, -8.41], [1.31, -1.53, -7.41], [-1.02, -4.05, -4.59], [-1.97, -2.99, -2.57], [-0.03, 1.11, -2.26], [-1.34, 3.35, -0.07], [1.81, 6.34, 2.03], [2.61, 5.26, 3.18], [2.02, 4.64, 1.62], [-0.90, 5.70, 4.36], [0.78, 6.07, 4.82], [-0.02, 7.00, 3.53], [2.96, 1.93, 2.70], [1.85, 3.00, 3.60], [2.24, 0.72, 4.59], [0.54, -0.28, 2.58], [0.31, 2.03, 5.31], [-0.10, 0.30, 5.21], [-1.07, 0.89, 3.13], [3.13, 0.63, 0.14], [2.06, -0.50, 0.96], [2.14, 0.21, -1.92], [1.69, -2.18, -0.62], [1.07, -1.85, -2.26], [0.19, -4.21, -1.90], [1.38, -6.32, -1.46], [1.69, -7.10, 0.85], [0.80, -5.78, 2.73], [-0.42, -3.67, 2.29]],
  "charge": 0,
  "smiles": "COC(=O)[C@@]1(Cc2ccc(OC)cc2)[C@H]2c3cc(C(=O)N(C)C)n(C[C@H](O)CO)c3C[C@H]2CN1C(=O)c1ccccc1",
  "de_lowest_ev": 0.000,
  "total_energy_ha": -1932.58608,
  "homo_energy_ev": -7.8
}